Entry from OMol25: C27H62F2N4O17PPt as an isolated structure (ωB97M-V/def2-TZVPD).

As for the total charge: +1. As for the expectation value of S²: 2.007. The calculation puts the total energy at -87735.757 eV. For the HOMO-LUMO gap (alpha / beta), the calculation gives 7.4 / 6.9 eV. Its multiplicity is 3.

Element x y z (Å)
Pt -1.216 -11.001 17.862
C 1.457 -14.062 22.332
N 2.087 -13.704 21.014
C 1.810 -12.269 20.772
C 3.584 -13.863 21.094
C 1.639 -14.533 19.901
C 0.252 -14.195 19.422
O -0.672 -14.462 20.447
H 1.264 -15.128 22.245
H 0.503 -13.561 22.428
H 2.101 -13.803 23.162
H 2.179 -12.022 19.780
H 2.383 -11.711 21.500
H 0.760 -12.072 20.945
H 3.987 -13.257 21.890
H 3.960 -13.489 20.142
H 3.753 -14.935 21.093
H 1.621 -15.605 20.099
H 2.337 -14.350 19.087
H 0.008 -14.763 18.523
H 0.277 -13.172 19.003
H -1.387 -13.825 20.316
C 1.309 -11.568 17.158
O 2.482 -11.859 16.778
O 0.213 -12.247 16.758
O 0.937 -10.562 17.959
C -0.122 -7.497 17.647
C -1.542 -7.810 17.190
C -2.076 -6.931 16.014
O -3.216 -7.573 15.521
C -3.791 -6.783 14.523
N -1.479 -9.217 16.622
H 0.626 -7.844 16.932
H -0.019 -7.905 18.646
H 0.085 -6.419 17.610
H -2.288 -7.765 17.980
H -1.330 -6.837 15.224
H -2.327 -6.014 16.563
H -3.172 -6.744 13.619
H -4.085 -5.786 14.840
H -4.673 -7.315 14.158
H -0.738 -9.292 15.925
H -2.370 -9.391 16.140
C 1.153 -17.019 15.502
C 1.952 -15.756 15.276
C 1.581 -14.904 14.070
O 2.033 -15.455 12.868
C 1.818 -14.578 11.829
N 1.933 -14.949 16.533
H 1.728 -17.752 16.071
H 0.887 -17.562 14.591
H 0.240 -16.826 16.073
H 3.005 -16.045 15.140
H 1.956 -13.883 14.218
H 0.476 -14.945 14.007
H 2.354 -13.637 12.024
H 0.773 -14.358 11.594
H 2.281 -14.947 10.915
H 2.654 -14.206 16.575
H 1.219 -14.222 16.295
C 6.158 -14.299 15.768
C 5.821 -13.749 17.138
C 6.993 -13.784 18.095
O 6.614 -13.014 19.195
C 7.590 -12.948 20.222
N 5.394 -12.333 16.967
H 6.874 -13.726 15.189
H 5.247 -14.312 15.145
H 6.344 -15.382 15.797
H 5.029 -14.338 17.635
H 7.866 -13.348 17.595
H 7.261 -14.806 18.380
H 7.522 -13.839 20.880
H 7.415 -12.061 20.826
H 8.631 -12.999 19.877
H 5.277 -12.069 17.963
H 4.399 -12.250 16.724
C -6.305 -13.443 15.133
O -5.267 -12.481 15.422
P -4.043 -12.782 16.340
O -3.116 -11.652 16.485
O -4.663 -13.291 17.707
C -5.176 -12.360 18.668
O -3.473 -14.110 15.742
C -2.186 -14.479 16.143
H -6.269 -14.327 15.774
H -6.266 -13.798 14.100
H -7.283 -12.971 15.236
H -4.826 -12.673 19.646
H -6.268 -12.387 18.643
H -4.930 -11.318 18.448
H -1.415 -14.008 15.541
H -2.114 -15.558 16.037
H -1.982 -14.281 17.197
C 3.603 -8.200 18.877
C 4.673 -9.011 18.107
O 5.496 -9.501 19.137
C 4.827 -9.434 20.313
O 5.213 -9.906 21.328
O 3.645 -8.794 20.188
F 5.409 -8.113 17.398
H 2.639 -8.371 18.414
H 3.957 -7.179 18.959
H 4.223 -9.791 17.494
C 2.815 -10.260 14.256
C 1.415 -10.699 13.815
O 1.583 -10.825 12.429
C 2.717 -10.190 12.004
O 3.053 -10.125 10.915
O 3.409 -9.734 13.074
F 0.472 -9.659 14.072
H 3.401 -11.142 14.518
H 2.807 -9.525 15.053
H 1.052 -11.615 14.275

Entry from OMol25: one molecule with the formula C14H19NO (ωB97M-V/def2-TZVPD).

The calculation puts the total energy at -18362.218 eV. For the HOMO-LUMO gap, the calculation gives 9.3 eV. As for the energy above the lowest of the compared OMol25 structures with the same formula, charge and spin: 2.750 eV. The SMILES is Cc1ccc(C)c([C@@H]2C[C@@H]3CCN[C@@H]3O2)c1. Its multiplicity is 1.

Element x y z (Å)
O -0.222 1.720 -0.039
C 1.405 -2.625 1.941
C 0.625 -2.020 2.784
C 0.852 -0.987 0.247
C 1.658 -2.087 0.659
C -0.053 -0.828 2.467
C -0.046 -0.316 1.120
N -0.269 3.218 -1.833
C 2.621 -2.738 -0.201
C -0.894 -0.144 3.493
C -0.938 0.619 0.494
C 0.423 2.253 -2.711
C -1.039 2.367 -0.971
C -1.669 0.184 -0.729
C -0.688 1.255 -3.064
C -1.604 1.231 -1.840
H 1.877 -3.509 2.358
H 0.546 -2.558 3.681
H 1.122 -0.800 -0.753
H 0.363 3.806 -1.297
H 2.339 -3.752 -0.328
H 2.670 -2.294 -1.230
H 3.703 -2.702 0.060
H -1.881 -0.300 3.313
H -0.827 -0.522 4.516
H -0.670 0.936 3.525
H -1.573 1.009 1.276
H 0.927 2.665 -3.600
H 1.083 1.680 -2.042
H -1.798 2.934 -0.418
H -2.670 -0.232 -0.546
H -1.140 -0.725 -1.115
H -0.314 0.258 -3.286
H -1.264 1.508 -3.909
H -2.656 1.495 -2.022

Entry from OMol25: a 2-piece molecular cluster, C4H12O overall (ωB97M-V/def2-TZVPD).

The calculation puts the total energy at -6389.764 eV. For the HOMO-LUMO gap, the calculation gives 12.1 eV. As for the energy above the lowest of the compared OMol25 structures with the same formula, charge and spin: 0.357 eV. The SMILES is CC(C)C.O. Its multiplicity is 1.

Element x y z (Å)
C -1.578 0.254 0.887
C -1.478 0.200 -0.641
C -1.545 1.602 -1.285
C -0.233 -0.545 -1.126
H -1.306 1.246 1.251
H -2.552 -0.101 1.251
H -0.873 -0.406 1.380
H -2.280 -0.375 -1.078
H -0.618 1.888 -1.802
H -1.680 2.381 -0.530
H -2.369 1.676 -1.995
H -0.261 -1.613 -0.960
H -0.013 -0.336 -2.190
H 0.722 -0.230 -0.681
H 5.276 -2.643 2.280
H 5.266 -1.289 3.037
O 5.521 -1.708 2.201

Entry from OMol25: a 6-piece molecular cluster, C24H63N3O11 overall (ωB97M-V/def2-TZVPD).

The calculation puts the total energy at -52892.377 eV. For the HOMO-LUMO gap, the calculation gives 9.7 eV. As for the energy above the lowest of the compared OMol25 structures with the same formula, charge and spin: 0.000 eV. The SMILES is COCCNCCOC.COCCNCCOC.COCCNCCOC.OCCO.OCCO.CCO. Its multiplicity is 1.

Element x y z (Å)
C -5.114 -1.573 -1.652
O -5.022 -1.121 -0.356
C -4.528 0.239 -0.238
C -4.305 0.583 1.210
N -5.606 0.633 1.818
C -5.544 1.080 3.233
C -6.934 1.255 3.753
O -7.078 1.547 4.912
C -8.382 1.762 5.394
H -5.847 -1.084 -2.313
H -5.287 -2.648 -1.654
H -4.141 -1.379 -2.133
H -5.326 0.883 -0.622
H -3.589 0.363 -0.787
H -4.012 1.657 1.186
H -3.597 -0.034 1.766
H -5.833 -0.341 1.930
H -5.038 2.050 3.334
H -4.960 0.428 3.788
H -7.476 0.325 3.577
H -7.322 1.948 3.076
H -8.980 0.903 5.005
H -8.830 2.686 4.992
H -8.297 1.798 6.486
C 0.797 -2.555 -4.210
O 1.962 -1.751 -4.356
C 2.951 -1.871 -3.372
C 4.183 -0.996 -3.738
N 5.187 -1.305 -2.731
C 6.449 -0.671 -2.984
C 7.595 -1.182 -2.155
O 8.740 -0.729 -2.251
C 9.032 0.447 -1.411
H 0.161 -2.335 -3.317
H 0.991 -3.621 -4.134
H 0.231 -2.243 -5.098
H 3.265 -2.918 -3.334
H 2.551 -1.554 -2.405
H 3.917 0.084 -3.827
H 4.571 -1.274 -4.702
H 5.390 -2.276 -2.985
H 6.288 0.447 -2.858
H 6.740 -0.846 -4.034
H 7.666 -2.225 -2.352
H 7.324 -1.137 -1.074
H 10.044 0.739 -1.607
H 8.780 0.227 -0.379
H 8.434 1.321 -1.555
C -2.853 -3.983 -1.007
O -2.233 -2.845 -1.511
C -1.986 -1.868 -0.540
C -0.570 -2.177 -0.006
N -0.347 -1.194 1.073
C 1.047 -1.290 1.479
C 1.406 -0.158 2.411
O 0.786 0.009 3.438
C 1.356 1.008 4.342
H -2.889 -4.763 -1.775
H -3.840 -3.789 -0.719
H -2.316 -4.398 -0.199
H -2.741 -1.942 0.243
H -2.023 -0.868 -0.977
H 0.172 -2.096 -0.824
H -0.481 -3.200 0.399
H -0.858 -1.419 1.912
H 1.735 -1.322 0.595
H 1.192 -2.236 1.989
H 1.365 0.736 1.856
H 2.455 -0.379 2.583
H 0.771 1.074 5.292
H 1.383 1.899 3.841
H 2.373 0.716 4.599
C -0.874 1.521 -2.429
C 0.215 0.503 -2.322
O 0.874 0.669 -1.124
H -1.566 1.382 -1.612
H -1.362 1.347 -3.370
H -0.478 2.504 -2.473
H 0.977 0.773 -3.049
H -0.140 -0.579 -2.451
H 0.350 0.300 -0.410
C 3.725 1.917 -0.425
C 4.090 0.713 0.185
O 5.355 0.292 -0.333
O 2.551 2.424 0.092
H 3.628 1.866 -1.541
H 4.524 2.654 -0.322
H 3.385 -0.069 -0.009
H 4.288 0.781 1.257
H 5.259 -0.211 -1.129
H 1.785 1.930 -0.326
C -1.672 3.670 1.731
C -0.728 2.581 1.676
O -1.363 1.494 1.062
O -1.313 4.817 2.489
H -2.517 3.225 2.257
H -1.953 3.900 0.731
H -0.433 2.321 2.727
H 0.182 2.817 1.148
H -1.036 0.652 1.438
H -0.828 4.525 3.249

Entry from OMol25: one molecule with the formula C6H12O (ωB97M-V/def2-TZVPD).

The calculation puts the total energy at -8463.392 eV. For the HOMO-LUMO gap, the calculation gives 11.1 eV. As for the energy above the lowest of the compared OMol25 structures with the same formula, charge and spin: 0.962 eV. The SMILES is CC(C)(O)C1CC1. Its multiplicity is 1.

Element x y z (Å)
C 1.010 0.470 1.514
C 0.832 -0.819 -1.449
C 0.241 0.411 -0.822
C -0.453 -0.249 -1.976
C -0.235 0.417 0.624
C -1.127 -0.763 0.992
O -1.052 1.565 0.859
H 1.659 -0.396 1.333
H 0.736 0.493 2.572
H 1.594 1.372 1.289
H 0.759 -1.747 -0.886
H 1.752 -0.720 -2.017
H 0.760 1.339 -1.076
H -1.358 -0.818 -1.792
H -0.443 0.272 -2.930
H -2.047 -0.741 0.399
H -1.405 -0.688 2.048
H -0.624 -1.724 0.841
H -0.599 2.328 0.478

Entry from OMol25: C22H28ClN6RbS2Si as an isolated structure (ωB97M-V/def2-TZVPD).

As for the total charge: -2. The calculation puts the total energy at -74939.704 eV. For the HOMO-LUMO gap, the calculation gives 5.6 eV. As for the energy above the lowest of the compared OMol25 structures with the same formula, charge and spin: 0.376 eV. Its multiplicity is 1.

Element x y z (Å)
Rb -0.306 -2.165 1.279
C -5.718 -0.338 2.198
C -4.401 -0.945 1.793
N -3.316 -0.811 2.462
N -3.340 -0.003 3.549
C -2.353 -0.218 4.401
N -2.236 0.776 5.358
S -1.263 -1.539 4.487
C -4.325 -1.715 0.525
C -5.391 -1.726 -0.378
C -5.264 -2.429 -1.568
C -4.096 -3.124 -1.824
C -3.092 -3.081 -0.861
N -3.200 -2.390 0.267
H -5.630 0.039 3.213
H -6.522 -1.077 2.153
H -5.993 0.497 1.545
H -3.043 1.374 5.439
H -1.804 0.478 6.214
H -6.297 -1.179 -0.160
H -6.077 -2.429 -2.286
H -3.956 -3.686 -2.738
H -2.165 -3.639 -0.988
C 2.745 4.336 1.241
Si 4.213 3.232 0.878
C 5.400 3.549 2.329
C 5.149 3.861 -0.623
C 3.914 1.391 0.844
C 4.644 0.516 1.630
C 4.411 -0.856 1.570
C 3.392 -1.281 0.737
N 2.661 -0.482 -0.038
C 2.937 0.846 -0.052
S 2.146 1.883 -1.184
H 3.096 5.322 1.569
H 2.127 3.911 2.037
H 2.119 4.443 0.358
H 5.651 4.613 2.381
H 6.338 2.995 2.220
H 4.954 3.261 3.287
H 5.414 4.917 -0.498
H 4.540 3.748 -1.521
H 6.073 3.292 -0.761
H 5.403 0.900 2.305
H 4.986 -1.562 2.155
H 3.152 -2.341 0.667
C -0.485 -1.149 -5.980
C -0.435 -1.159 -4.475
C -1.168 -0.257 -3.718
C -1.075 -0.306 -2.334
N -0.320 -1.180 -1.681
C 0.386 -2.047 -2.405
C 0.358 -2.071 -3.790
H -1.208 -0.419 -6.345
H -0.763 -2.132 -6.367
H 0.493 -0.897 -6.396
H -1.802 0.481 -4.195
H -1.625 0.402 -1.722
H 0.983 -2.762 -1.849
H 0.948 -2.804 -4.328
Cl 0.033 -4.865 -0.027

Entry from OMol25: an isolated ion of composition C3H4ClF2N3 and charge +2 (ωB97M-V/def2-TZVPD).

As for the total charge: +2. The calculation puts the total energy at -25583.442 eV. For the HOMO-LUMO gap, the calculation gives 10.8 eV. As for the energy above the lowest of the compared OMol25 structures with the same formula, charge and spin: 0.000 eV. The SMILES is FC1=[NH+][C@H](F)NC(Cl)=[NH+]1. Its multiplicity is 1.

Element x y z (Å)
C 0.358 -0.540 -1.318
C 0.328 1.391 0.160
C -0.503 -0.786 1.022
N -0.361 -1.173 -0.391
N 0.799 0.757 -0.964
N -0.467 0.673 1.102
F 0.753 2.616 0.260
F 0.462 -1.311 1.800
Cl 0.554 -1.195 -2.809
H -1.535 -0.968 1.442
H -0.971 -1.994 -0.580
H 1.455 1.204 -1.464
H -0.871 1.326 1.740

Entry from OMol25: a 2-piece molecular cluster, C9H20NO2S overall (ωB97M-V/def2-TZVPD).

As for the total charge: +1. The calculation puts the total energy at -26067.670 eV. For the HOMO-LUMO gap, the calculation gives 9.8 eV. As for the energy above the lowest of the compared OMol25 structures with the same formula, charge and spin: 2.104 eV. Its multiplicity is 1.

Element x y z (Å)
C 0.178 -0.709 -0.117
C -0.313 2.657 2.341
C -0.963 1.036 -1.633
C 1.104 0.157 -2.551
C -0.818 -1.285 -2.349
C -0.731 -1.516 0.652
C 0.626 1.566 2.828
C -0.532 -0.071 1.054
C 0.044 0.129 2.452
N -0.128 -0.204 -1.622
O 1.576 -2.577 -1.491
O 2.195 -3.082 0.738
S 1.229 -3.253 -0.256
H 0.241 3.606 2.471
H -0.518 2.693 1.329
H -1.251 2.546 2.985
H -1.146 1.264 -2.781
H -1.883 0.891 -1.061
H -0.431 1.986 -1.253
H 1.835 0.725 -2.016
H 1.530 -0.820 -2.908
H 0.857 0.593 -3.445
H -0.794 -1.019 -3.382
H -0.364 -2.172 -2.163
H -1.810 -1.350 -1.976
H -1.656 -1.639 0.089
H -0.451 -2.427 1.239
H 1.695 1.698 2.434
H 0.714 1.586 3.889
H -1.311 0.666 0.893
H 1.288 -0.839 -0.068
H -0.784 -0.163 3.026
H 0.770 -0.674 2.651